Here is a structure of composition C37H37F9FeO4SSi in a non-equilibrium geometry from OMol25. Energies are from ωB97M-V with the def2-TZVPD basis set.

XYZ file:
```
90
Properties=species:S:1:pos:R:3:forces:R:3
C 8.073 0.072 3.064 0.48 -0.31 -0.08
C 7.558 0.565 1.798 -2.64 -0.75 -0.18
C 6.098 0.302 1.519 0.69 0.17 0.01
C 5.544 -0.984 2.035 -1.98 1.74 -0.57
C 4.109 -1.307 1.817 1.17 1.95 -1.12
C 3.292 -0.349 1.056 1.70 0.06 0.73
C 3.853 0.948 0.538 1.43 -0.74 0.84
C 5.251 1.301 0.760 -1.48 -3.52 -0.21
S 5.881 2.911 0.160 -3.38 4.03 3.57
O 6.439 3.588 1.343 0.96 -2.34 -1.72
O 4.740 3.703 -0.307 1.55 -2.34 -0.82
C 7.114 2.750 -1.231 -0.07 -0.75 -2.11
F 6.386 2.842 -2.405 1.17 0.04 1.88
F 7.739 1.513 -1.274 -0.64 1.66 0.63
C 8.139 3.953 -1.149 0.34 2.04 0.90
F 7.432 5.133 -0.938 0.57 -1.97 -0.58
F 8.996 3.851 -0.061 -1.26 -0.65 -1.69
C 9.011 4.191 -2.451 1.03 1.11 -0.43
F 8.279 4.611 -3.530 0.53 -0.84 1.60
F 9.878 5.232 -2.139 -1.34 -1.63 -0.10
C 9.911 2.965 -2.901 1.96 0.20 -1.91
F 9.249 2.167 -3.798 0.62 0.77 1.91
F 10.457 2.253 -1.872 -1.34 0.74 -1.22
F 10.978 3.503 -3.601 -1.66 -0.80 1.09
C 1.775 -0.722 0.831 0.05 -1.27 0.11
O 0.938 0.102 0.550 1.02 -0.31 0.12
C 1.430 -2.238 0.963 -0.74 -2.17 -0.08
C 0.200 -2.728 0.289 1.07 -0.62 0.89
C -0.216 -4.137 0.302 2.13 0.10 1.27
C -1.470 -4.733 -0.418 -0.22 0.40 0.87
C -2.511 -3.674 -0.947 -0.25 -0.73 -0.69
C -1.998 -2.778 -2.157 -0.24 0.72 0.78
C -3.002 -2.664 -3.370 0.55 1.00 -0.35
C -4.146 -1.576 -3.169 -0.17 -0.42 -0.19
C -5.062 -1.832 -1.912 0.32 0.10 -0.23
C -6.246 -0.792 -1.737 0.74 -0.34 1.46
C -5.725 0.439 -0.854 0.03 0.10 -0.53
Si -7.122 1.298 0.134 0.45 0.26 0.09
C -8.298 0.087 1.014 -0.36 -0.03 -0.71
C -8.173 2.271 -1.174 -0.95 -0.05 0.40
C -6.451 2.637 1.327 0.34 0.78 0.97
C -5.329 3.464 0.832 -0.57 1.17 2.54
C -4.756 4.535 1.693 -2.67 -1.92 0.79
C -5.392 4.729 3.020 -0.28 -0.93 -0.89
C -6.503 3.910 3.525 0.29 -1.26 -2.44
C -7.059 2.814 2.677 2.89 2.37 -1.06
C 0.635 -5.086 1.074 0.62 2.52 -0.13
C 1.844 -4.633 1.784 -0.45 0.58 -0.68
C 2.705 -5.668 2.600 -1.35 0.44 0.09
C 2.257 -3.211 1.723 -1.07 0.42 -1.11
C 3.534 -2.649 2.405 -0.87 -0.22 -0.48
O 4.104 -3.150 3.348 -0.18 0.45 -0.87
H 8.069 0.737 3.965 -0.07 -0.60 -0.93
H 8.451 -0.979 3.153 -0.20 1.10 -0.06
H 8.194 1.091 1.028 -0.69 -0.22 0.99
H 6.198 -1.684 2.606 -0.73 0.65 -0.59
H 3.169 1.640 -0.018 0.79 -0.71 0.66
H -0.404 -1.955 -0.242 0.56 -0.87 0.50
H -2.014 -5.353 0.361 0.68 0.60 -0.81
H -1.136 -5.473 -1.203 -0.31 0.99 0.60
H -3.395 -4.265 -1.341 0.96 0.54 0.52
H -2.934 -3.066 -0.091 0.74 -0.60 -0.89
H -0.951 -3.081 -2.464 -1.29 0.08 0.12
H -1.882 -1.724 -1.744 -0.03 -1.03 -0.62
H -3.448 -3.644 -3.688 0.40 0.76 0.53
H -2.392 -2.292 -4.252 -0.70 -0.53 0.87
H -3.703 -0.535 -3.123 -0.30 -1.11 0.06
H -4.769 -1.605 -4.116 0.51 0.07 1.07
H -4.420 -1.748 -0.985 -0.70 -0.17 -0.95
H -5.434 -2.894 -1.938 0.18 1.04 -0.09
H -6.664 -0.440 -2.717 0.29 -0.39 0.89
H -7.042 -1.302 -1.113 0.62 0.47 -1.03
H -4.952 0.125 -0.089 -0.75 0.12 -0.92
H -5.212 1.165 -1.554 -0.38 -0.55 0.86
H -9.054 -0.257 0.241 0.70 0.31 0.97
H -8.847 0.627 1.833 0.52 -0.81 -0.70
H -7.758 -0.830 1.369 -0.53 0.95 -0.06
H -8.604 1.557 -1.926 0.33 1.01 0.49
H -8.962 2.826 -0.595 0.52 -0.55 -0.81
H -7.480 3.050 -1.640 -0.01 -2.22 1.38
H -4.900 3.299 -0.194 -0.41 0.01 1.16
H -3.896 5.164 1.356 -0.97 -0.65 0.43
H -5.001 5.547 3.683 -0.43 -0.97 -0.76
H -6.972 4.047 4.532 0.78 0.16 -1.06
H -7.886 2.161 3.038 0.86 0.70 -0.36
H 0.340 -6.170 1.117 0.43 1.27 -0.01
H 2.853 -5.235 3.623 0.20 -0.51 -0.98
H 2.078 -6.596 2.737 0.87 0.86 -0.33
H 3.684 -5.909 2.107 -0.93 0.29 0.50
Fe -7.294 4.272 -2.502 0.00 1.50 -0.98
```
Positions in Å, forces in eV/Å.

Calculated values
HOMO-LUMO gap (alpha / beta) = 4.798 / 4.793 eV
Net charge = +2
Multiplicity = 5